# 1
# C34H25Br2N4O7ScTe4

C34H25Br2N4O7ScTe4 as an isolated structure (ωB97M-V/def2-TZVPD, the Open Molecules 2025 dataset).

Results
Charge: -2
Gap between HOMO and LUMO in eV: 4.165
Highest occupied orbital energy in eV: -0.641
Relative energy (zero: lowest compared OMol25 entry of this formula, charge and spin) in kcal per mole: 17.1
LUMO in eV: 3.52

```
77
C34H25Br2N4O7ScTe4 ωB97M-V/def2-TZVPD
O 0.483 2.332 2.287
H -2.806 0.251 -6.784
C -3.708 -0.910 2.626
H 3.534 1.262 -2.628
C 3.549 -2.702 -1.528
H 2.322 -4.930 5.009
C 2.245 -0.706 -1.421
C 1.296 -3.676 3.575
H 3.047 -3.849 2.384
C -0.785 -2.645 4.260
H -1.364 -3.106 6.259
H 2.494 6.637 1.498
Sc 0.437 1.946 0.360
H -0.328 4.217 -3.060
H -0.830 3.006 -4.420
C -1.632 -0.589 -3.301
O -2.735 -2.337 -5.289
H -1.771 1.499 -5.976
C -1.620 1.127 -4.964
N 2.056 -3.679 2.416
H -1.626 -1.997 4.057
C -2.395 1.045 1.567
O -2.685 1.886 2.406
C -0.800 1.644 -2.709
C -1.941 -0.195 -4.622
H -5.029 -3.668 1.183
C 1.006 5.953 -1.475
Te 0.025 1.295 3.829
C 0.196 -2.856 3.298
C 1.644 -1.183 -0.246
C 1.986 6.082 0.722
C -0.624 -3.267 5.485
O -1.471 1.125 0.684
H 2.331 0.625 -3.809
N 1.020 4.002 -0.002
C 1.653 4.775 0.914
C -3.361 -0.871 0.272
H 2.009 2.145 -2.934
N 0.309 -2.346 2.014
C 0.015 3.783 -2.132
C 2.986 -3.182 -0.374
C -4.359 -2.132 2.511
Br 4.850 -3.756 -2.435
O 0.724 -0.381 0.336
C -1.091 0.275 -2.394
C -4.034 -2.072 0.137
H 3.264 -4.154 0.011
N -0.281 2.454 -1.784
H 3.667 -1.110 -2.972
C 2.020 -2.407 0.281
H -1.838 -1.614 -3.016
Br -3.572 -0.213 4.395
C 1.642 6.680 -0.533
H -0.867 -0.069 -1.396
C 3.197 -1.469 -2.070
C 0.668 4.566 -1.232
C 1.436 -2.814 1.551
C 0.483 -4.082 5.753
C 1.462 -4.307 4.800
Te 3.723 1.602 0.836
C -1.070 2.014 -4.070
C -2.545 -1.165 -5.526
O 1.803 0.496 -1.810
C -4.523 -2.714 1.265
Te 3.703 -0.293 2.769
Te 2.526 1.057 4.808
H -2.962 -0.367 -0.597
H 0.580 -4.539 6.730
C 2.472 1.163 -2.868
C -3.174 -0.266 1.515
H 1.881 4.268 1.844
H -4.163 -2.507 -0.847
H 0.296 -0.862 1.095
H 1.890 7.718 -0.727
H -4.730 -2.620 3.402
O -2.945 -0.702 -6.760
H 0.734 6.383 -2.433
```

# 2
# C3N2O2

A 2-piece molecular cluster, C3N2O2 overall in a non-equilibrium geometry (ωB97M-V/def2-TZVPD, the Open Molecules 2025 dataset).

Results
Gap between HOMO and LUMO (alpha / beta) in eV: 6.622 / 6.805
Highest occupied orbital energy (alpha / beta) in eV: -5.928 / -11.808
Spin multiplicity: 3
<S²>: 2.029
LUMO (alpha / beta) in eV: 0.69 / -5.00

```
7
C3N2O2 ωB97M-V/def2-TZVPD
O 2.514 0.189 -0.422
N -1.824 1.810 0.240
N 0.287 0.618 0.181
C -0.834 1.262 0.175
C 1.413 0.509 -0.256
O -1.222 -2.503 0.141
C -0.232 -2.027 -0.151
```

# 3
# C30H63Cl2N4O5P2

A 3-piece molecular cluster, C30H63Cl2N4O5P2 overall in a non-equilibrium geometry (ωB97M-V/def2-TZVPD, the Open Molecules 2025 dataset).

Results
Charge: +1
Gap between HOMO and LUMO (alpha / beta) in eV: 7.014 / 7.614
Highest occupied orbital energy (alpha / beta) in eV: -10.555 / -11.156
Spin multiplicity: 3
<S²>: 2.010
LUMO (alpha / beta) in eV: -3.54 / -3.54

```
106
C30H63Cl2N4O5P2 ωB97M-V/def2-TZVPD
H 2.816 -1.872 5.467
C 1.434 -4.165 3.231
O -0.165 3.199 4.420
H 2.734 5.822 6.513
C 1.852 -0.518 -4.335
C -0.597 -2.800 -3.864
H -2.466 -1.560 -4.083
C 2.966 -1.321 -3.382
H 1.385 3.045 1.829
Cl -1.306 -0.281 -1.216
H -1.684 7.043 3.955
H -2.489 4.946 4.726
H -5.870 -4.524 -4.250
H -3.388 -3.529 -3.985
O -2.925 2.739 -5.157
C -3.285 -2.863 -6.277
H 0.541 4.926 6.736
H 1.257 5.594 1.643
H 0.380 6.659 6.545
H 1.722 -5.038 3.832
H 1.613 -4.448 2.184
H -4.423 -6.070 -5.192
N 1.870 -1.682 2.906
H -1.497 0.354 -3.963
H -0.216 0.368 4.094
H 0.807 -0.698 4.977
C 2.113 5.811 5.609
H 0.570 0.559 1.860
H 2.688 -3.621 5.667
O 2.294 -1.783 1.569
Cl 2.817 1.034 -4.840
H 1.821 6.619 2.974
C 2.248 -2.756 5.154
H -2.711 3.421 -7.746
C -1.424 -1.584 -4.672
H -0.147 7.693 4.531
H -3.203 -3.546 -7.253
H 3.944 -3.393 -3.281
C 2.847 -2.949 -3.441
H 4.129 -4.132 3.962
H 2.213 -3.374 -2.538
H -0.298 -3.785 4.485
H -3.540 2.266 -4.496
H 3.991 -3.580 2.304
C -5.405 -3.763 -5.007
H 2.321 6.750 5.086
H 4.453 -2.436 3.582
H -1.085 -0.062 1.941
O -3.650 0.500 -6.427
O -2.525 2.450 -7.958
H -0.265 6.806 3.010
H 0.494 0.955 -3.273
H -0.625 -4.765 3.070
H 3.545 4.708 4.448
C -1.754 -2.202 -6.119
C 1.908 5.630 2.524
C 0.119 -1.019 -2.222
H -1.679 4.349 6.190
H 0.263 1.945 -5.655
P -0.501 0.749 -5.956
H 0.314 -3.044 -4.564
H -2.883 -5.664 -6.339
H 1.660 -1.228 -5.262
C -0.612 6.829 4.044
H 2.442 3.702 5.367
H 1.235 -2.668 5.547
C -3.406 -5.456 -5.314
H -1.044 -2.738 -1.780
H 0.042 -0.753 0.787
H 1.016 -1.030 -1.434
H -1.235 -3.808 -3.827
H -1.032 -3.136 -6.304
C 2.304 -2.941 3.611
C 0.438 -0.195 -3.596
C 2.018 3.194 2.712
C -0.054 -3.898 3.424
H -4.105 -2.065 -6.515
H -5.767 -3.905 -6.124
N -0.804 -0.243 -4.516
C 0.645 5.740 6.006
C -0.479 -2.660 2.647
C 2.494 4.611 4.752
H 2.942 5.561 2.164
H -2.097 6.048 6.055
C 0.008 -0.697 4.235
N -0.260 -2.464 -2.440
H -2.730 -5.804 -4.410
N 0.120 4.456 3.857
H -0.455 -2.918 1.580
C 3.804 -3.287 3.343
H -5.698 -2.642 -4.728
H -1.531 -2.444 2.877
H 1.979 2.283 3.319
H -1.646 -1.541 -7.068
C -1.732 5.185 5.484
P -2.504 1.587 -6.444
C -0.344 5.507 4.824
H -0.873 -1.156 4.697
H 2.489 -3.372 -4.478
C -3.734 -3.840 -5.057
H 3.054 3.282 2.360
C 0.395 -1.395 2.897
H 4.032 -1.056 -3.850
C 1.586 4.468 3.505
H 3.014 -0.870 -2.280
C -0.036 -0.354 1.804
```

# 4
# C8H9FI2O4RuSSm

C8H9FI2O4RuSSm as an isolated structure in a non-equilibrium geometry (ωB97M-V/def2-TZVPD, the Open Molecules 2025 dataset).

Results
Charge: +4
Gap between HOMO and LUMO (alpha / beta) in eV: 6.610 / 4.731
Highest occupied orbital energy (alpha / beta) in eV: -24.052 / -24.304
Relative energy (zero: lowest compared OMol25 entry of this formula, charge and spin) in kcal per mole: 1.3
Spin multiplicity: 11
<S²>: 30.030
LUMO (alpha / beta) in eV: -17.44 / -19.57

```
27
C8H9FI2O4RuSSm ωB97M-V/def2-TZVPD
O -2.839 -3.026 -0.055
C 0.843 -1.387 -2.536
I 2.545 -1.850 3.035
C -2.132 -2.155 0.249
O -1.931 -1.605 3.712
O -2.195 2.399 4.080
H -1.102 0.490 -2.736
H -0.764 1.472 -1.291
C 0.698 -0.078 -1.736
H 0.258 -2.192 -2.081
H 2.682 0.608 -2.385
H 0.475 -1.210 -3.564
H 1.899 -1.676 -2.583
C -1.427 -1.378 2.677
C -0.738 0.450 -1.695
Sm 1.206 0.795 2.795
H 1.310 1.161 -3.346
I 2.740 2.737 1.000
S 1.217 -0.585 -0.068
C 1.646 0.962 -2.319
H -1.325 -0.288 -1.058
Ru -0.879 -0.925 0.918
O -2.496 1.589 1.251
F 1.634 1.029 4.783
C -1.770 0.691 1.040
C -1.172 2.049 3.712
H 1.619 1.922 -1.798
```

# 5
# C4H11NO2

A 2-piece molecular cluster, C4H11NO2 overall in a non-equilibrium geometry (ωB97M-V/def2-TZVPD, the Open Molecules 2025 dataset).

Results
Gap between HOMO and LUMO in eV: 10.151
Highest occupied orbital energy in eV: -9.482
Relative energy (zero: lowest compared OMol25 entry of this formula, charge and spin) in kcal per mole: 51.4
SMILES string: CCC(=O)NC.O
LUMO in eV: 0.67

```
18
C4H11NO2 ωB97M-V/def2-TZVPD
C -0.523 0.857 -1.292
N -0.028 1.640 0.993
H -1.459 0.387 -0.708
H -0.685 -0.291 -3.033
H -0.902 1.799 1.282
C 0.905 2.211 1.977
C -0.181 -0.428 -2.155
H 0.659 3.209 2.168
H 0.764 1.897 2.953
O -0.723 -5.706 0.905
H 0.862 -0.571 -2.522
H -1.355 -4.951 0.989
H -0.977 1.648 -1.936
H -0.019 -5.714 1.451
H -0.329 -1.467 -1.744
H 1.912 2.258 1.510
O 1.623 1.790 -0.528
C 0.456 1.431 -0.310
```

# 6
# C2H4Cl2SSi

An isolated molecule of C2H4Cl2SSi in a non-equilibrium geometry (ωB97M-V/def2-TZVPD, the Open Molecules 2025 dataset).

Results
Gap between HOMO and LUMO in eV: 8.503
Highest occupied orbital energy in eV: -8.786
Relative energy (zero: lowest compared OMol25 entry of this formula, charge and spin) in kcal per mole: 2.9
SMILES string: S=CC[SiH](Cl)Cl
LUMO in eV: -0.28

```
10
C2H4Cl2SSi ωB97M-V/def2-TZVPD
S -1.550 2.055 -0.932
H 0.074 -0.138 -1.384
C -1.155 0.822 -0.007
Si 1.681 0.406 0.512
C -0.028 -0.033 -0.314
Cl 1.988 2.451 0.555
H 1.951 0.132 1.818
H -0.054 -1.068 0.125
Cl 2.868 -0.317 -0.976
H -1.628 0.810 0.938
```

Ordered molecular weight results: 1316.8; 96.0; 692.7; 725.5; 105.1; 159.1; unit g/mol.